DFT (ωB97M-V/def2-TZVPD) results for a cluster of 6 separate species, C26H49N7O4 in total at a distorted geometry.

Structure (XYZ):
```
86
Properties=species:S:1:pos:R:3:mulliken_charge:R:1
C -5.64 3.30 -4.17 -0.865
N -4.43 3.96 -3.67 -0.265
C -4.70 4.79 -2.50 -0.318
O -4.93 4.04 -1.29 -0.383
C -4.17 2.91 -1.20 0.484
O -4.46 1.86 -1.67 -0.445
O -3.01 3.02 -0.45 -0.235
C -2.93 2.01 0.57 -0.951
C -1.68 1.09 0.32 0.931
O -0.47 1.87 0.38 -0.474
C -1.73 0.32 -1.04 -0.779
N -0.50 -0.49 -1.17 -0.639
H -5.83 3.48 -5.26 0.331
H -6.57 3.64 -3.65 0.292
H -5.57 2.20 -4.00 0.230
H -3.93 4.47 -4.39 0.287
H -3.90 5.56 -2.41 0.349
H -5.64 5.36 -2.69 0.249
H -3.87 1.42 0.70 0.463
H -2.74 2.50 1.56 0.474
H -1.61 0.32 1.14 -0.363
H -0.69 2.75 0.73 0.339
H -2.66 -0.26 -1.18 0.209
H -1.68 1.09 -1.85 0.404
H 0.26 0.10 -1.49 0.339
H -0.29 -0.88 -0.25 0.230
C 1.76 -2.15 4.65 -1.381
C 1.69 -2.32 3.14 -0.065
C 1.17 -1.06 2.42 0.408
C -0.20 -0.75 2.87 0.283
N -1.27 -0.50 3.22 -0.601
H 0.77 -1.97 5.08 0.389
H 2.16 -3.05 5.12 0.344
H 2.41 -1.31 4.92 0.331
H 1.05 -3.17 2.90 0.197
H 2.70 -2.57 2.79 0.080
H 1.16 -1.23 1.34 -0.011
H 1.82 -0.21 2.62 0.048
C 0.96 -7.73 2.28 -0.874
C 0.68 -7.78 3.78 -0.489
C 0.90 -6.44 4.47 -0.307
C 2.31 -6.01 4.32 0.261
N 3.40 -5.68 4.19 -0.505
H 2.00 -7.49 2.08 0.101
H 0.76 -8.70 1.83 0.348
H 0.32 -6.99 1.79 0.309
H 1.31 -8.54 4.24 0.296
H -0.36 -8.10 3.94 0.324
H 0.67 -6.52 5.54 0.348
H 0.25 -5.67 4.05 0.243
C 5.13 1.65 2.40 -1.104
C 5.37 1.82 0.91 -0.442
C 4.30 1.15 0.05 -0.374
C 4.27 -0.31 0.32 0.114
N 4.25 -1.45 0.52 -0.144
H 5.15 0.60 2.70 0.325
H 5.90 2.17 2.98 0.345
H 4.15 2.06 2.69 0.264
H 6.35 1.41 0.66 0.299
H 5.40 2.89 0.67 0.316
H 4.51 1.31 -1.01 0.303
H 3.31 1.57 0.26 0.133
C -6.64 9.70 -5.03 -1.151
C -5.46 8.76 -5.30 -0.404
C -5.90 7.41 -5.87 -0.354
C -6.79 6.71 -4.91 0.273
N -7.48 6.18 -4.17 -0.478
H -7.31 9.29 -4.28 0.349
H -6.28 10.66 -4.66 0.339
H -7.21 9.88 -5.95 0.295
H -4.91 8.61 -4.37 0.264
H -4.78 9.24 -6.01 0.324
H -5.03 6.78 -6.06 0.224
H -6.43 7.54 -6.82 0.348
C 6.94 -5.88 -0.49 -1.145
C 6.41 -6.36 0.86 -0.624
C 4.91 -6.09 1.04 -0.180
C 4.64 -4.63 0.96 0.126
N 4.44 -3.50 0.90 -0.191
H 6.84 -4.79 -0.60 0.337
H 8.00 -6.11 -0.59 0.342
H 6.41 -6.36 -1.32 0.286
H 6.97 -5.87 1.66 0.312
H 6.59 -7.43 0.95 0.349
H 4.58 -6.47 2.01 0.039
H 4.34 -6.60 0.26 0.317
```

As for the spin multiplicity: 1. For the LUMO energy, the calculation gives 0.56 eV. The value obtained for the HOMO-LUMO gap is 0.341 Eh. As for the SMILES: CNCOC(=O)OC[C@H](O)CN.CCCC#N.CCCC#N.CCCC#N.CCCC#N.CCCC#N. The HOMO energy comes out at -8.7 eV. The calculation puts the total energy at -1704.201258 Eh.

DFT (ωB97M-V/def2-TZVPD) results for a structure of composition C26H50AuNP3Se at a distorted geometry.

Structure (XYZ):
```
82
Properties=species:S:1:pos:R:3:mulliken_spin:R:1
Au -0.20 0.76 0.46 0.092
P -0.88 1.65 2.56 0.082
P 1.98 -0.08 1.26 0.173
P -2.56 0.04 -0.16 0.173
H 1.45 -8.38 -2.76 -0.001
C 0.75 -8.14 -3.57 0.004
C 1.15 -7.55 -4.70 -0.003
H 2.20 -7.32 -4.89 0.000
C -1.42 0.44 3.79 0.011
C 0.34 2.70 3.40 0.021
C -2.29 2.77 2.32 0.025
C 2.63 -1.43 0.22 0.006
C 3.33 1.12 1.35 -0.002
C 1.97 -0.81 2.93 0.016
C -2.67 -1.30 -1.39 0.023
C -3.48 1.41 -0.94 0.000
C -3.74 -0.56 1.10 0.030
H -0.30 -8.42 -3.42 0.000
H 0.42 -7.32 -5.48 0.000
H -1.69 0.97 4.72 -0.001
H -0.62 -0.28 4.01 0.001
H -2.30 -0.11 3.43 0.003
H -0.14 3.13 4.29 0.002
H 0.67 3.52 2.75 -0.006
H 1.23 2.12 3.70 0.001
H -2.40 3.37 3.23 0.001
H -3.22 2.21 2.14 0.002
H -2.10 3.43 1.46 -0.005
H 3.69 -1.62 0.44 0.007
H 2.54 -1.14 -0.84 0.002
H 2.07 -2.35 0.39 -0.002
H 4.21 0.67 1.83 -0.001
H 3.03 2.00 1.93 0.000
H 3.62 1.45 0.34 0.000
H 3.00 -1.04 3.24 0.006
H 1.38 -1.73 2.94 0.002
H 1.55 -0.10 3.66 -0.003
H -3.72 -1.40 -1.71 0.007
H -2.35 -2.25 -0.95 -0.003
H -2.05 -1.08 -2.27 -0.002
H -4.47 1.04 -1.23 0.000
H -2.94 1.76 -1.82 -0.002
H -3.59 2.23 -0.22 0.000
H -4.74 -0.58 0.65 0.004
H -3.77 0.10 1.98 -0.001
H -3.46 -1.58 1.42 -0.001
C -0.67 -4.18 0.42 0.198
C -0.05 -4.01 -0.84 0.011
C 0.13 -5.13 -1.66 0.060
C -0.28 -6.39 -1.21 0.152
C -0.93 -6.56 0.02 0.004
C -1.14 -5.45 0.83 0.091
Se -0.93 -2.78 1.70 0.470
H -0.33 -1.72 0.78 0.032
H 0.29 -3.03 -1.16 0.007
H 0.59 -5.02 -2.65 0.003
H -0.10 -7.27 -1.82 0.036
H -1.25 -7.55 0.33 0.003
H -1.65 -5.55 1.79 -0.004
C 1.03 6.25 -0.39 0.001
N 1.89 5.04 -0.28 0.003
C 2.91 5.21 0.79 0.000
C 1.09 3.75 -0.11 0.133
C 0.59 3.12 -1.38 -0.057
C 0.58 3.81 -2.61 0.017
C 0.14 3.16 -3.77 -0.004
C -0.25 1.82 -3.74 0.008
C -0.21 1.13 -2.52 0.025
C 0.13 1.79 -1.35 0.201
H 0.54 6.41 0.58 0.000
H 0.29 6.11 -1.18 0.000
H 1.68 7.10 -0.63 0.000
H 2.40 4.95 -1.18 0.000
H 2.39 5.34 1.75 0.000
H 3.53 4.31 0.83 0.000
H 3.52 6.08 0.56 0.000
H 1.76 3.05 0.41 -0.059
H 0.28 3.99 0.60 -0.005
H 0.89 4.85 -2.68 0.002
H 0.10 3.70 -4.71 0.000
H -0.56 1.30 -4.65 0.001
H -0.48 0.08 -2.50 0.012
```

As for the spin multiplicity: 3. For the LUMO energy (spin up / spin down), the calculation gives -7.55 / -11.59 eV. As for the charge: +3. The value obtained for the HOMO-LUMO gap (spin up / spin down) is 0.272 / 0.151 Eh. The HOMO energy (spin up / spin down) comes out at -14.9 / -15.7 eV. As for the energy above the lowest of the compared OMol25 structures with the same formula, charge and spin: 0.0 kcal per mole. The calculation puts the total energy at -4635.616918 Eh.

DFT (ωB97M-V/def2-TZVPD) results for a cluster of 7 separate species, C26H50Cl4N3O9P in total at a distorted geometry.

Structure (XYZ):
```
93
Properties=species:S:1:pos:R:3:mulliken_charge:R:1
Cl 7.86 -0.23 -1.06 -0.194
C 7.41 1.11 0.03 -0.340
C 6.45 2.09 -0.61 -0.608
Cl 4.75 1.63 -0.34 -0.036
H 8.32 1.66 0.29 0.347
H 7.09 0.71 0.99 0.202
H 6.69 2.24 -1.66 0.375
H 6.61 3.03 -0.08 0.266
Cl 0.10 -0.02 -0.38 -0.154
C 0.56 1.64 0.09 -0.021
C 1.05 2.34 -1.16 0.333
Cl 1.78 3.91 -0.76 -0.231
H 1.36 1.56 0.82 0.018
H -0.31 2.12 0.53 0.215
H 0.27 2.44 -1.90 0.202
H 1.87 1.74 -1.55 -0.391
O -3.50 -3.70 0.05 -0.898
P -3.21 -3.90 1.48 0.126
N -1.62 -4.09 1.91 0.482
C -0.86 -2.86 2.15 -1.669
C -0.90 -5.19 1.30 -1.131
N -3.93 -5.28 2.04 0.372
C -3.49 -6.06 3.17 -1.051
C -5.11 -5.76 1.31 -1.138
N -3.75 -2.64 2.39 0.322
C -3.99 -2.86 3.81 -1.058
C -3.82 -1.29 1.89 -1.080
H -1.28 -2.25 2.95 0.223
H -0.81 -2.28 1.23 0.647
H 0.12 -3.13 2.56 0.610
H -0.01 -4.81 0.79 0.396
H -1.53 -5.65 0.54 0.389
H -0.56 -5.95 2.01 0.283
H -3.64 -7.13 3.00 0.422
H -2.44 -5.88 3.36 0.350
H -4.01 -5.78 4.10 0.277
H -4.84 -6.25 0.37 0.251
H -5.66 -6.45 1.94 0.469
H -5.78 -4.93 1.11 0.310
H -3.11 -3.26 4.33 0.340
H -4.32 -1.94 4.29 0.419
H -4.82 -3.55 3.98 0.270
H -4.80 -0.85 2.12 0.426
H -3.81 -1.30 0.80 0.283
H -3.06 -0.60 2.26 0.370
O -3.65 4.92 2.17 -0.572
C -3.01 5.53 1.37 0.442
O -2.52 6.77 1.62 -0.380
C -2.17 7.39 0.39 -0.404
C -1.76 6.27 -0.60 -0.363
C -2.53 5.05 0.01 0.375
H -1.30 8.03 0.60 0.317
H -2.89 8.10 -0.02 0.211
H -0.69 6.12 -0.58 0.127
H -2.21 6.47 -1.57 0.311
H -1.85 4.22 0.22 -0.351
H -3.39 4.83 -0.61 0.288
O 1.29 1.74 -6.44 -0.575
C 2.20 1.37 -5.76 0.421
O 2.18 1.47 -4.41 -0.230
C 3.21 0.69 -3.82 -0.053
C 3.74 -0.20 -4.96 -0.698
C 3.48 0.69 -6.18 -0.502
H 2.89 0.01 -3.02 0.238
H 4.02 1.28 -3.39 0.132
H 3.06 -1.05 -5.06 0.266
H 4.77 -0.52 -4.86 0.398
H 3.47 0.18 -7.14 0.343
H 4.26 1.46 -6.28 0.263
O 0.95 0.75 3.67 -0.562
C 2.10 0.65 3.38 0.578
O 2.53 0.10 2.21 -0.294
C 3.86 -0.41 2.35 0.104
C 4.31 -0.01 3.78 -0.601
C 3.33 1.09 4.17 -0.506
H 4.49 -0.04 1.55 -0.224
H 3.89 -1.50 2.32 0.266
H 5.35 0.28 3.90 0.344
H 4.23 -0.93 4.38 0.288
H 3.63 2.06 3.77 0.254
H 3.01 1.11 5.21 0.317
O -2.84 2.70 -2.38 -0.604
C -2.42 1.66 -2.81 0.374
O -1.45 1.59 -3.73 -0.329
C -1.30 0.27 -4.26 0.151
C -2.02 -0.67 -3.28 -0.580
C -2.88 0.27 -2.42 0.159
H -0.26 -0.03 -4.34 -0.066
H -1.75 0.23 -5.25 0.260
H -1.36 -1.30 -2.69 0.147
H -2.72 -1.34 -3.78 0.337
H -2.61 0.11 -1.38 -0.262
H -3.95 0.17 -2.56 0.449
```

As for the spin multiplicity: 1. For the LUMO energy, the calculation gives 0.18 eV. The value obtained for the HOMO-LUMO gap is 0.321 Eh. As for the SMILES: CN(C)P(=O)(N(C)C)N(C)C.O=C1CCCO1.O=C1CCCO1.O=C1CCCO1.O=C1CCCO1.ClCCCl.ClCCCl. The HOMO energy comes out at -8.6 eV. As for the energy above the lowest of the compared OMol25 structures with the same formula, charge and spin: 2.3 kcal per mole. The calculation puts the total energy at -4044.316874 Eh.

DFT (ωB97M-V/def2-TZVPD) results for a cluster of 4 separate species, C26H50F8O4 in total at a distorted geometry.

Structure (XYZ):
```
88
Properties=species:S:1:pos:R:3:mulliken_charge:R:1
O 7.32 -2.92 4.66 -0.544
C 6.87 -1.98 4.06 0.600
O 6.26 -2.09 2.83 -0.360
O 6.79 -0.76 4.62 -0.328
C 6.73 0.37 3.75 -0.767
C 5.30 0.85 3.57 -0.051
O 4.69 0.85 4.84 -0.345
C 3.32 1.19 4.79 -1.005
C 2.51 -0.08 5.08 0.831
F 3.05 -1.11 4.39 -0.317
F 2.60 -0.36 6.40 -0.326
C 1.00 0.06 4.72 0.550
F 0.82 1.19 3.96 -0.345
F 0.27 0.22 5.84 -0.307
C 0.42 -1.11 3.89 0.946
F 0.79 -2.30 4.40 -0.307
F 0.88 -0.98 2.63 -0.287
C -1.14 -1.02 3.87 0.060
F -1.62 -1.69 4.95 -0.315
F -1.58 -1.66 2.75 -0.276
H 6.92 -1.96 2.15 0.317
H 7.18 0.18 2.79 0.392
H 7.32 1.15 4.22 0.388
H 4.80 0.17 2.88 0.149
H 5.30 1.86 3.16 0.468
H 3.07 1.60 3.82 0.445
H 3.14 1.93 5.57 0.416
H -1.50 0.00 3.89 0.237
C -6.49 1.97 0.38 -1.180
C -6.57 1.79 1.90 -0.422
C -5.20 1.82 2.58 -0.869
C -4.24 0.71 2.15 0.068
C -4.77 -0.71 2.35 -0.451
C -5.05 -1.05 3.81 -1.130
H -5.93 1.17 -0.09 0.282
H -7.49 1.98 -0.06 0.382
H -6.01 2.92 0.13 0.291
H -7.09 0.86 2.13 0.236
H -7.19 2.59 2.32 0.368
H -5.35 1.78 3.67 0.351
H -4.73 2.79 2.38 0.388
H -3.31 0.83 2.71 -0.194
H -3.98 0.85 1.10 0.301
H -4.03 -1.41 1.96 0.317
H -5.67 -0.86 1.76 0.429
H -4.16 -0.95 4.42 0.182
H -5.39 -2.09 3.90 0.357
H -5.83 -0.41 4.23 0.343
C 1.25 -2.22 -3.77 -1.009
C 2.66 -1.78 -3.39 -0.334
C 3.37 -2.77 -2.47 -0.877
C 2.70 -2.98 -1.12 -0.920
C 2.51 -1.71 -0.29 0.264
C 3.82 -1.03 0.09 -1.076
H 0.60 -2.29 -2.90 0.293
H 0.79 -1.49 -4.45 0.186
H 1.26 -3.18 -4.27 0.344
H 2.63 -0.79 -2.93 0.183
H 3.25 -1.67 -4.30 0.417
H 4.40 -2.44 -2.32 0.301
H 3.44 -3.74 -2.98 0.415
H 3.29 -3.69 -0.54 0.418
H 1.72 -3.45 -1.26 0.333
H 1.97 -1.97 0.62 -0.032
H 1.87 -1.00 -0.83 0.240
H 4.46 -1.71 0.66 0.241
H 3.63 -0.14 0.70 0.300
H 4.38 -0.70 -0.79 0.342
C -0.79 1.35 -3.93 -0.938
C -1.05 2.47 -4.93 -0.400
C -2.48 2.50 -5.45 -0.743
C -2.92 1.25 -6.20 -0.688
C -2.06 0.89 -7.42 -0.261
C -2.07 1.96 -8.50 -1.234
H -0.94 0.37 -4.37 0.139
H 0.24 1.39 -3.57 0.344
H -1.45 1.45 -3.06 0.293
H -0.35 2.38 -5.77 0.259
H -0.83 3.43 -4.46 0.366
H -2.61 3.38 -6.09 0.311
H -3.16 2.65 -4.60 0.357
H -3.96 1.38 -6.53 0.378
H -2.94 0.39 -5.52 0.318
H -2.44 -0.05 -7.84 0.366
H -1.03 0.69 -7.10 0.174
H -3.08 2.15 -8.86 0.291
H -1.47 1.65 -9.36 0.385
H -1.66 2.90 -8.14 0.288
```

As for the spin multiplicity: 1. For the LUMO energy, the calculation gives 0.33 eV. The value obtained for the HOMO-LUMO gap is 0.405 Eh. As for the SMILES: O=C(O)OCCOCC(F)(F)C(F)(F)C(F)(F)C(F)F.CCCCCC.CCCCCC.CCCCCC. The HOMO energy comes out at -10.7 eV. The calculation puts the total energy at -2120.545919 Eh.